Entry 1:
{
  "formula": "C18H66N2O16",
  "method": "ωB97M-V/def2-TZVPD",
  "symbols": ["C", "C", "C", "C", "C", "C", "N", "O", "C", "C", "C", "H", "H", "H", "H", "H", "H", "H", "H", "H", "H", "H", "H", "H", "H", "H", "H", "H", "H", "H", "C", "C", "C", "C", "C", "C", "N", "O", "C", "C", "C", "H", "H", "H", "H", "H", "H", "H", "H", "H", "H", "H", "H", "H", "H", "H", "H", "H", "H", "H", "O", "H", "H", "O", "H", "H", "O", "H", "H", "O", "H", "H", "O", "H", "H", "O", "H", "H", "O", "H", "H", "O", "H", "H", "O", "H", "H", "O", "H", "H", "O", "H", "H", "O", "H", "H", "O", "H", "H", "O", "H", "H"],
  "coordinates": [[-8.778, 9.662, -23.688], [-8.005, 8.346, -23.181], [-6.695, 8.865, -22.454], [-6.023, 7.746, -21.754], [-7.062, 7.105, -20.748], [-8.325, 6.572, -21.386], [-8.887, 7.566, -22.268], [-10.022, 7.115, -22.779], [-7.935, 5.241, -22.017], [-9.226, 6.281, -20.110], [-7.466, 7.547, -24.410], [-8.654, 10.553, -23.072], [-9.837, 9.498, -23.887], [-8.404, 9.944, -24.672], [-6.151, 9.437, -23.205], [-7.094, 9.446, -21.622], [-5.213, 8.133, -21.136], [-5.461, 7.070, -22.398], [-7.204, 7.779, -19.904], [-6.479, 6.247, -20.413], [-8.594, 5.049, -22.864], [-6.973, 5.218, -22.529], [-8.115, 4.395, -21.353], [-8.809, 5.615, -19.355], [-9.658, 7.114, -19.554], [-10.129, 5.784, -20.464], [-6.707, 8.165, -24.890], [-8.332, 7.429, -25.062], [-7.158, 6.558, -24.073], [-9.747, 6.588, -23.532], [-14.590, 3.162, -20.097], [-13.344, 3.562, -19.286], [-13.793, 4.022, -17.808], [-12.615, 3.995, -16.791], [-11.895, 2.673, -16.734], [-11.375, 2.252, -18.131], [-12.419, 2.397, -19.194], [-12.158, 1.748, -20.372], [-10.097, 3.040, -18.378], [-10.922, 0.809, -18.086], [-12.654, 4.808, -19.928], [-15.115, 2.300, -19.687], [-14.395, 2.884, -21.133], [-15.247, 4.023, -20.215], [-14.157, 5.050, -17.800], [-14.607, 3.383, -17.468], [-13.036, 4.448, -15.893], [-11.934, 4.819, -17.003], [-12.596, 1.940, -16.336], [-11.116, 2.663, -15.971], [-9.435, 3.112, -17.514], [-9.554, 2.734, -19.272], [-10.387, 4.037, -18.707], [-10.066, 0.514, -18.692], [-10.336, 0.544, -17.205], [-11.669, 0.016, -18.068], [-11.772, 4.443, -20.454], [-12.556, 5.643, -19.234], [-13.221, 5.145, -20.796], [-12.596, 0.898, -20.290], [-12.251, 7.567, -16.592], [-12.040, 7.498, -15.661], [-11.834, 8.382, -16.873], [-8.499, 10.383, -19.292], [-8.385, 9.935, -18.454], [-9.223, 9.919, -19.714], [-14.230, 12.284, -19.623], [-14.589, 11.451, -19.318], [-14.148, 12.177, -20.571], [-15.434, 7.901, -19.678], [-16.256, 7.462, -19.457], [-14.976, 7.988, -18.842], [-13.111, 8.274, -21.139], [-13.058, 7.491, -21.687], [-13.765, 8.059, -20.475], [-7.019, 12.447, -20.772], [-7.345, 12.727, -21.628], [-7.430, 11.594, -20.627], [-15.491, 8.724, -23.135], [-14.918, 8.914, -22.392], [-16.012, 7.973, -22.851], [-11.997, 11.136, -24.937], [-12.120, 11.138, -25.886], [-12.392, 10.314, -24.646], [-9.420, 14.126, -21.955], [-9.906, 13.344, -22.217], [-9.754, 14.819, -22.524], [-11.769, 13.598, -19.445], [-12.260, 12.781, -19.528], [-10.892, 13.385, -19.765], [-14.322, 6.096, -23.436], [-15.090, 6.121, -22.866], [-14.665, 6.284, -24.310], [-10.529, 9.574, -21.135], [-9.897, 8.966, -21.519], [-11.368, 9.117, -21.195], [-7.682, 12.842, -18.031], [-8.146, 12.009, -18.116], [-7.097, 12.869, -18.789], [-10.732, 12.010, -22.744], [-10.709, 11.287, -22.118], [-11.262, 11.682, -23.471]],
  "forces_ev_per_angstrom": [[0.56, -1.23, -0.38], [0.76, 1.55, -0.77], [-2.67, -0.44, 0.12], [0.45, -0.17, 1.15], [2.68, 0.10, -1.26], [1.32, -0.18, 2.91], [2.81, 2.14, 2.25], [-2.50, -0.64, -2.02], [-1.18, -0.38, -1.43], [-1.41, -0.32, -1.32], [-1.78, 0.24, 0.89], [-0.05, -0.36, 0.32], [-0.04, -0.18, 0.39], [0.38, -0.08, -0.06], [0.16, 0.10, 0.40], [0.29, 0.90, -0.23], [0.02, 0.24, 0.20], [-0.59, -0.52, -0.22], [-0.23, 0.14, -0.19], [-0.41, -0.17, 0.66], [-0.47, -0.24, -0.07], [0.35, 0.05, 0.72], [0.46, 0.11, 0.10], [0.62, 0.00, -0.40], [0.55, 0.67, -0.33], [-0.05, -0.26, -0.04], [0.02, -0.47, -0.11], [0.21, -0.20, -0.58], [0.49, 0.21, -0.40], [-0.52, -0.60, -0.58], [0.20, -0.02, -0.35], [0.21, 0.69, 0.79], [1.29, -1.08, -0.69], [-0.67, 1.42, -0.72], [-1.23, -0.25, 0.16], [0.62, -0.45, -0.14], [-1.26, 0.55, 3.10], [0.67, 0.17, -0.97], [-0.17, 1.52, -1.26], [0.95, -1.75, 0.92], [-0.62, -0.94, -1.06], [-0.10, 0.18, 0.39], [0.61, 0.00, -0.02], [-0.22, 0.02, 0.48], [-0.15, 0.00, -0.49], [0.03, -0.19, 0.08], [-0.06, -0.97, 0.74], [0.38, -0.08, -0.72], [-0.25, -0.35, -0.33], [0.44, 0.18, -0.40], [-0.04, -0.16, -0.07], [0.15, -0.67, 0.15], [0.05, 0.40, 0.60], [-0.65, 0.34, -1.44], [-0.44, 0.77, 1.15], [-0.37, 0.25, -0.44], [0.52, 0.41, 0.59], [0.63, -0.15, -0.12], [-0.52, 0.30, 0.10], [-0.10, -0.17, -0.06], [-0.21, -0.19, -0.24], [0.03, -0.05, 0.27], [0.13, 0.25, -0.11], [0.41, -0.02, 0.19], [0.22, -0.18, 0.22], [-0.79, -0.10, -0.50], [0.01, -0.04, 0.18], [-0.15, -0.21, 0.10], [-0.01, 0.09, -0.38], [0.04, 0.10, -0.12], [-0.25, -0.15, 0.00], [0.09, 0.02, 0.49], [0.37, 0.49, -0.24], [0.09, -0.40, -0.39], [-0.31, -0.14, 0.13], [0.54, -0.11, -0.14], [-0.25, 0.48, -0.16], [-0.22, -0.33, 0.28], [-0.34, 0.29, -0.41], [0.40, 0.01, 0.33], [-0.18, 0.06, 0.08], [-0.16, -0.15, -0.14], [0.05, 0.17, -0.25], [-0.23, -0.32, 0.10], [0.83, 0.71, 0.40], [-0.48, -0.48, -0.35], [-0.07, 0.17, -0.02], [0.10, 0.12, 0.07], [-0.38, -0.11, 0.13], [0.46, 0.21, -0.15], [0.38, -0.38, 0.24], [-0.11, -0.13, 0.13], [-0.02, 0.19, -0.25], [-0.15, 1.03, 0.55], [0.77, -0.72, -0.41], [-0.70, -0.28, 0.22], [0.07, 0.22, 0.93], [-0.15, 0.05, -0.30], [0.00, 0.09, -0.51], [-0.09, 0.07, 0.32], [0.15, -0.55, 0.54], [-0.04, 0.25, -0.57]],
  "e_above_lowest_kj_mol": 126.11,
  "fmax_ev_per_a": 4.19,
  "e_homo_ha": -0.303,
  "lumo_ha": -0.0179,
  "energy_ev": -55473.40517
}



Entry 2:
{
  "formula": "C7H10O5S",
  "method": "ωB97M-V/def2-TZVPD",
  "symbols": ["C", "C", "C", "C", "C", "C", "C", "O", "O", "O", "O", "O", "S", "H", "H", "H", "H", "H", "H", "H", "H", "H", "H"],
  "coordinates": [[-0.125, 1.469, -0.938], [-1.125, -0.572, 0.489], [2.168, -0.524, 1.113], [2.685, -0.971, -0.247], [0.459, 0.381, -0.182], [-0.047, 2.787, -0.233], [-3.211, -1.216, -0.077], [-0.534, 1.370, -2.071], [-1.047, -1.021, 1.610], [0.310, -2.073, -0.835], [1.328, 0.647, 0.825], [-2.050, -0.408, -0.381], [1.068, -0.895, -1.327], [1.405, -1.047, 1.707], [3.028, -0.346, 1.863], [3.363, -0.394, -0.762], [2.947, -1.953, -0.120], [0.732, 2.665, 0.413], [-1.068, 2.990, 0.323], [0.075, 3.665, -0.957], [-3.570, -1.001, 0.834], [-2.989, -2.344, -0.101], [-3.802, -1.209, -0.947]],
  "forces_ev_per_angstrom": [[0.14, 2.83, -0.65], [4.52, 1.54, 1.66], [-0.03, 1.43, 0.97], [-4.33, 0.40, 0.78], [-2.00, -3.09, 0.64], [-3.93, 1.85, -1.53], [2.05, -3.54, -3.09], [-0.18, -0.77, -0.04], [-0.78, 0.57, -2.13], [-0.40, -0.97, -0.71], [1.00, 1.20, 0.47], [-0.95, -0.98, 0.09], [1.44, -0.94, 1.62], [0.77, -1.51, -0.81], [-1.37, 0.62, -1.31], [1.85, 1.56, -0.49], [0.78, -2.62, -0.53], [1.92, 0.56, 2.12], [2.06, -0.48, -0.81], [-0.06, -1.43, 0.94], [-1.75, 1.14, 2.96], [0.56, 1.57, 0.48], [-1.31, 1.08, -0.63]],
  "e_above_lowest_kj_mol": 94.26,
  "fmax_ev_per_a": 5.13,
  "e_homo_ha": -0.332,
  "lumo_ha": 0.0217,
  "energy_ev": -28489.57302
}



Entry 3:
{
  "formula": "C28H42N9O5V",
  "method": "ωB97M-V/def2-TZVPD",
  "symbols": ["V", "C", "O", "C", "C", "C", "C", "C", "C", "O", "C", "O", "C", "H", "H", "H", "H", "H", "H", "H", "H", "H", "C", "C", "N", "C", "C", "N", "C", "C", "H", "H", "H", "H", "H", "H", "H", "H", "H", "H", "H", "H", "H", "C", "C", "C", "C", "C", "C", "C", "C", "C", "C", "C", "C", "N", "H", "H", "H", "H", "H", "H", "H", "H", "H", "H", "H", "H", "H", "H", "H", "H", "H", "N", "N", "N", "C", "N", "N", "H", "H", "H", "O", "N", "O"],
  "coordinates": [[0.086, -0.353, -0.041], [6.929, 0.752, 0.304], [6.481, 0.935, 1.630], [5.145, 0.672, 1.867], [4.780, 0.413, 3.178], [3.448, 0.138, 3.464], [2.437, 0.111, 2.473], [1.100, -0.242, 2.786], [0.675, -0.553, 4.183], [0.163, -0.336, 1.841], [2.830, 0.434, 1.119], [1.971, 0.563, 0.135], [4.183, 0.690, 0.857], [8.016, 0.704, 0.344], [6.638, 1.583, -0.346], [6.540, -0.175, -0.126], [5.540, 0.412, 3.951], [3.179, -0.093, 4.488], [1.162, -1.459, 4.574], [-0.403, -0.710, 4.190], [0.917, 0.259, 4.881], [4.441, 0.901, -0.174], [1.486, 4.715, -0.519], [1.381, 3.215, -0.892], [0.087, 2.699, -0.473], [-1.001, 3.461, -1.059], [-0.978, 4.907, -0.500], [0.278, 5.048, 0.321], [0.226, 4.132, 1.519], [-0.001, 2.701, 0.985], [1.455, 5.376, -1.385], [2.367, 4.948, 0.076], [2.148, 2.615, -0.404], [1.494, 3.090, -1.966], [-1.942, 2.981, -0.796], [-0.886, 3.460, -2.143], [-1.815, 5.106, 0.167], [-0.941, 5.675, -1.271], [0.354, 6.007, 0.643], [-0.576, 4.485, 2.166], [1.179, 4.243, 2.034], [-0.973, 2.308, 1.280], [0.766, 2.033, 1.371], [2.802, 0.040, -2.973], [1.643, -0.138, -3.957], [0.672, 1.046, -3.902], [0.924, -1.469, -3.806], [1.214, -2.446, -4.748], [0.544, -3.664, -4.779], [-0.503, -3.825, -3.887], [-0.831, -2.881, -2.912], [-2.140, -3.191, -2.177], [-3.303, -2.973, -3.160], [-2.467, -2.447, -0.890], [-0.012, -1.722, -2.756], [-0.054, -0.903, -1.660], [3.348, 0.969, -3.186], [3.507, -0.792, -3.060], [2.448, 0.072, -1.941], [2.063, -0.152, -4.967], [0.233, 1.125, -2.906], [-0.139, 0.914, -4.623], [1.200, 1.974, -4.153], [1.981, -2.236, -5.490], [0.795, -4.433, -5.500], [-1.117, -4.722, -3.953], [-2.113, -4.262, -1.940], [-3.314, -1.926, -3.480], [-4.262, -3.191, -2.680], [-3.209, -3.595, -4.052], [-2.587, -1.380, -1.055], [-1.704, -2.575, -0.125], [-3.411, -2.824, -0.485], [0.887, -5.274, -1.709], [0.909, -4.354, -0.659], [0.081, -4.417, 0.352], [0.483, -3.358, 1.059], [1.515, -2.730, 0.484], [1.783, -3.405, -0.616], [-0.093, -5.512, -1.827], [1.168, -4.743, -2.531], [0.018, -3.035, 1.974], [-4.099, 0.942, 0.315], [-2.915, 1.264, 0.330], [-2.061, 0.337, 0.482]],
  "forces_ev_per_angstrom": [[0.17, 1.41, 0.24], [-0.03, 0.03, 0.08], [0.13, -0.07, -0.09], [-0.05, 0.04, -0.03], [-0.10, -0.01, 0.00], [0.08, 0.03, 0.01], [-0.06, -0.05, -0.04], [-0.18, 0.12, -0.85], [-0.06, -0.09, 0.11], [0.26, -0.26, 1.84], [0.01, 0.06, -0.03], [-0.35, -0.47, 0.08], [-0.05, 0.07, 0.00], [0.02, 0.02, 0.02], [-0.03, 0.01, -0.01], [0.00, -0.02, 0.01], [-0.03, -0.02, -0.01], [0.01, 0.00, -0.02], [-0.02, 0.06, 0.00], [0.01, 0.00, 0.01], [-0.01, -0.03, 0.01], [0.00, -0.02, 0.02], [-0.09, -0.01, 0.02], [-0.10, 0.00, 0.09], [0.09, 0.01, 0.00], [0.07, 0.01, 0.10], [0.07, -0.04, -0.01], [0.01, -0.07, -0.06], [0.02, 0.01, -0.06], [-0.03, -0.04, 0.01], [-0.02, 0.04, -0.01], [0.01, 0.00, 0.04], [-0.01, 0.00, -0.01], [-0.03, -0.03, -0.09], [0.00, -0.06, 0.00], [0.02, 0.02, -0.03], [0.00, 0.01, 0.04], [0.00, 0.03, -0.02], [0.01, 0.04, 0.01], [-0.03, 0.03, -0.02], [0.02, 0.01, 0.02], [0.05, 0.04, -0.05], [-0.03, 0.01, 0.04], [0.01, -0.07, 0.00], [-0.05, 0.01, 0.22], [0.00, 0.03, -0.03], [0.21, -0.03, -0.22], [-0.01, 0.12, 0.02], [-0.02, 0.05, 0.08], [-0.19, 0.20, -0.14], [-0.16, -0.15, -0.13], [0.03, 0.13, 0.02], [0.02, 0.04, -0.02], [0.00, 0.02, 0.01], [-0.01, 0.21, 0.63], [-0.26, -0.91, -1.82], [-0.04, -0.02, 0.00], [-0.02, 0.04, -0.01], [0.00, 0.02, -0.05], [0.06, -0.01, -0.06], [0.02, 0.01, -0.01], [0.03, 0.01, 0.02], [0.00, 0.00, 0.02], [-0.02, 0.00, 0.02], [-0.02, 0.02, -0.02], [0.00, -0.01, 0.02], [-0.02, -0.08, 0.02], [-0.02, -0.06, 0.03], [0.03, 0.00, -0.01], [0.01, 0.02, 0.02], [-0.01, -0.02, -0.02], [-0.04, 0.01, -0.03], [0.02, -0.03, -0.01], [0.20, -0.11, 0.47], [0.01, -0.49, -0.27], [-0.09, 0.14, 0.10], [0.13, -0.17, -0.10], [0.09, -0.04, 0.17], [0.05, 0.35, -0.02], [0.04, 0.05, -0.04], [-0.06, -0.02, -0.01], [0.00, 0.02, -0.02], [0.37, -0.17, 0.11], [0.21, 0.21, -0.15], [-0.19, -0.20, -0.13]],
  "e_above_lowest_kj_mol": 49.05,
  "fmax_ev_per_a": 2.06,
  "e_homo_ha": [-0.064, -0.140],
  "multiplicity": 4,
  "lumo_ha": [0.0447, 0.0441],
  "energy_ev": -79048.77747,
  "total_charge": -1
}